# 1
This record from the OMol25 dataset describes 3 unconnected molecules or ions with the total composition C22H33NO9S2. The level of theory is ωB97M-V with the def2-TZVPD basis set.

Structure (XYZ):
```
67
Properties=species:S:1:pos:R:3:forces:R:3
C -5.52826 -3.65257 -4.40768 -0.49 1.46 -0.40
O -4.98591 -4.87453 -3.84657 -0.44 1.44 0.70
C -4.60201 -4.70845 -2.46805 0.35 -0.25 1.04
C -3.08255 -4.27622 -2.24051 3.36 -0.78 -0.07
C -1.94196 -5.05936 -2.61087 -2.45 2.10 1.22
C -0.47903 -4.49731 -2.30036 2.10 -0.73 -1.34
O 0.51990 -4.82740 -3.00959 -3.67 1.09 2.76
C -0.26680 -3.47233 -1.07204 -1.79 0.89 0.73
N 1.02333 -3.41740 -0.33529 -1.75 0.64 -2.40
C -1.37348 -2.66460 -0.70739 0.76 -1.07 -0.85
C -1.36728 -1.60977 0.52392 -1.51 -1.24 0.05
C -2.79780 -1.83798 1.26097 -1.78 -0.92 1.24
C -3.01479 -3.29725 1.80955 -3.05 3.15 0.26
C -4.36267 -3.62698 2.48905 0.57 2.90 -1.37
C -5.47773 -2.55863 2.61927 3.15 1.44 -1.72
C -5.21243 -1.10744 2.08079 2.32 -2.14 -0.46
C -3.87347 -0.72008 1.38945 -0.12 -3.12 1.31
C -3.56079 0.73755 0.77726 -0.38 -1.21 -0.66
C -2.72844 -2.85303 -1.55675 -1.64 1.10 -0.43
O -3.57037 -1.93432 -1.74227 2.92 -2.63 0.92
H -6.10861 -3.02827 -3.62375 1.01 -1.10 -1.03
H -6.28986 -3.84829 -5.25227 1.41 -0.24 1.32
H -4.70749 -2.95930 -4.83772 -1.12 -1.19 0.74
H -4.76572 -5.73099 -1.95787 0.49 1.50 -0.89
H -5.27415 -3.96945 -1.89896 1.00 -0.89 -1.03
H -2.15569 -6.05448 -3.12811 0.97 1.53 0.63
H 1.14218 -2.43301 -0.03034 0.01 -0.87 -0.21
H 1.77329 -3.58269 -1.03088 -0.51 -0.09 0.59
H -0.58451 -1.91835 1.31633 -1.01 0.57 -1.56
H -1.22403 -0.53248 0.18191 -0.12 -1.55 0.45
H -2.19021 -4.09009 1.67693 -1.50 1.45 0.27
H -4.52398 -4.68959 2.85780 0.11 1.65 -0.47
H -6.50518 -2.77271 3.08919 1.96 0.22 -0.80
H -6.01885 -0.28868 2.16096 1.36 -1.58 -0.06
H -4.31380 1.53015 1.09736 0.99 -1.21 -0.29
H -2.49852 1.09471 0.98393 -1.48 -0.56 0.01
H -3.63529 0.60119 -0.36986 0.07 0.34 1.76
O 2.69111 -0.60368 -0.87298 -0.55 0.28 -0.05
S 2.48668 0.80509 -0.65231 0.54 0.87 -0.02
O 1.20025 1.33454 -0.27421 0.36 -0.68 -0.24
O 3.02733 1.62255 -1.93979 0.08 -0.34 0.95
C 2.48935 1.29957 -3.22410 -0.61 -0.16 -0.82
C 1.07243 1.81957 -3.38846 -0.25 -0.04 0.23
C 3.68365 1.38576 0.51276 0.06 0.05 -0.21
H 2.53738 0.22094 -3.39903 0.04 0.04 0.18
H 3.13205 1.77664 -3.96744 0.18 0.00 0.35
H 0.38534 1.31975 -2.70204 0.06 0.02 -0.09
H 0.71202 1.64776 -4.40439 0.13 0.02 0.00
H 1.02710 2.88886 -3.16854 0.05 -0.07 -0.09
H 4.66861 1.02294 0.22243 -0.10 0.01 -0.04
H 3.41098 0.99029 1.49181 -0.10 0.00 -0.14
H 3.65791 2.47415 0.53460 -0.03 -0.14 0.01
O 4.09143 4.02994 2.17791 0.43 0.43 -0.09
S 4.37643 5.42823 2.37174 0.06 0.69 0.53
O 5.14894 6.18401 1.42004 -0.32 -0.75 0.29
O 5.01658 5.63552 3.84352 -0.82 0.06 -0.64
C 6.19524 4.90098 4.18135 0.97 -0.39 0.05
C 7.42372 5.45420 3.48152 0.01 0.07 -0.34
C 2.85775 6.29024 2.65457 -0.02 0.00 0.17
H 6.06001 3.83810 3.96160 -0.15 0.10 -0.07
H 6.32910 4.99334 5.26150 -0.37 0.12 -0.10
H 7.35508 5.32361 2.39932 0.01 -0.01 0.11
H 8.32648 4.94374 3.82215 -0.09 0.01 0.10
H 7.52494 6.52533 3.67133 0.01 -0.11 0.07
H 2.27452 5.75005 3.39890 0.09 0.02 -0.05
H 2.31795 6.32656 1.70764 0.16 -0.09 0.02
H 3.08256 7.30184 2.99101 0.05 -0.11 -0.03
```
Forces are in eV/Å.

The SMILES is COCC1=CC(=O)C(N)=C(Cc2ccccc2C)C1=O.CCOS(C)(=O)=O.CCOS(C)(=O)=O. Its LUMO energy is -0.742 eV. The value obtained for the total energy is -2386.09047 Eh.

=====

# 2
This record from the OMol25 dataset describes a molecular structure, C22H34AuF5NOS2Si3. The level of theory is ωB97M-V with the def2-TZVPD basis set.

Structure (XYZ):
```
69
Properties=species:S:1:pos:R:3:forces:R:3
Au -0.34941 -0.14313 0.11959 -0.70 0.10 -0.03
C -0.68619 -0.69869 4.01426 -0.01 0.01 -0.01
Si -1.19386 0.98348 3.36186 -0.10 -0.03 0.12
C 0.22052 2.12897 3.85539 -0.03 -0.02 0.03
C -2.57582 1.55122 4.53734 0.01 0.00 0.00
C -1.74729 1.01142 1.58160 0.07 -0.10 -0.18
Si -3.43720 0.26020 1.34300 -0.07 0.05 -0.04
C -3.63919 -1.50698 1.96007 -0.02 0.03 0.02
C -3.98571 0.28919 -0.46260 0.01 -0.04 0.01
C -4.88112 1.11580 2.24228 0.02 -0.01 -0.01
Si -1.66767 2.70385 0.85734 0.07 0.10 0.08
C -3.07789 3.91113 1.21113 0.02 0.00 0.01
C -0.08897 3.68650 1.14554 0.01 -0.01 -0.08
C -1.63668 2.53330 -1.03344 -0.08 -0.02 0.06
C -2.13639 3.43577 -1.96757 -0.05 -0.04 -0.01
C -1.99030 3.17328 -3.31951 -0.01 0.02 -0.02
C -1.33395 2.01778 -3.71271 -0.01 0.02 0.02
C -0.83380 1.17249 -2.73723 0.01 0.03 -0.06
N -0.99104 1.43338 -1.44263 0.36 0.04 0.19
H -0.65984 -0.64733 5.10690 -0.01 -0.01 0.02
H 0.31388 -0.93454 3.66092 0.03 0.01 0.05
H -1.35221 -1.51132 3.72634 0.00 -0.03 -0.02
H 0.63132 1.71654 4.78241 0.00 0.01 0.04
H -0.14219 3.13449 4.08009 0.02 0.03 -0.01
H 1.02818 2.17702 3.13150 0.02 -0.02 0.00
H -2.13283 1.74330 5.51905 0.02 0.00 0.02
H -3.35612 0.80146 4.67047 -0.01 -0.03 0.01
H -3.05533 2.47385 4.20210 -0.02 0.02 0.00
H -3.09180 -2.24979 1.38674 0.06 -0.03 -0.02
H -4.70457 -1.74965 1.90081 -0.01 -0.03 -0.02
H -3.34397 -1.60195 3.00579 -0.01 0.01 0.04
H -3.30903 -0.26307 -1.11378 0.04 -0.01 -0.02
H -4.06818 1.30774 -0.84757 -0.01 0.05 -0.01
H -4.97658 -0.16856 -0.53377 -0.01 -0.02 0.00
H -4.96643 0.77656 3.27436 -0.01 -0.01 0.02
H -5.80632 0.83306 1.73064 -0.01 0.00 -0.02
H -4.82865 2.20160 2.25733 0.00 0.07 0.00
H -3.23664 4.02910 2.28477 0.00 0.00 0.03
H -4.01967 3.58636 0.76780 -0.04 0.00 -0.02
H -2.83191 4.89641 0.80573 0.02 0.02 -0.01
H -0.03359 4.12674 2.13910 0.00 0.02 0.01
H -0.06154 4.49696 0.41088 0.00 0.01 -0.01
H 0.79278 3.05957 0.99874 0.03 -0.03 0.01
H -2.64782 4.32774 -1.62882 0.00 0.02 0.01
H -2.38416 3.86022 -4.05941 -0.01 0.00 0.00
H -1.20150 1.77071 -4.75684 0.00 -0.01 -0.02
H -0.27286 0.27046 -2.95897 0.04 -0.04 0.01
S 1.19144 -1.00276 -1.33363 0.19 -0.17 -0.13
C 4.51782 0.03966 2.56754 -0.02 0.06 -0.01
S 3.23781 -0.13195 1.30429 -0.04 0.04 -0.05
C 4.08010 0.81091 0.03222 -0.08 0.05 -0.06
O 2.13044 0.74649 1.78846 0.05 0.01 -0.01
H 5.47134 -0.32965 2.19107 0.01 -0.03 -0.01
H 4.20113 -0.55662 3.42066 0.00 0.01 0.04
H 4.58561 1.09116 2.85062 0.02 -0.02 -0.02
H 4.96017 0.26414 -0.30372 0.04 -0.02 -0.01
H 4.34402 1.79285 0.42551 0.01 0.01 0.02
H 3.35924 0.89285 -0.78177 0.02 -0.03 0.02
F 1.31917 -2.17706 2.26208 0.15 0.08 0.04
C 0.35936 -2.79124 1.56196 0.02 -0.05 -0.03
C -0.36935 -2.12204 0.59985 0.17 0.01 0.03
C -1.23873 -2.91228 -0.13719 -0.08 -0.01 0.08
F -1.97136 -2.38286 -1.12927 -0.07 0.05 -0.05
C -1.43088 -4.25887 0.10292 0.04 -0.03 0.06
F -2.30525 -4.96907 -0.62600 -0.02 -0.02 -0.02
C -0.71588 -4.88151 1.10885 0.01 0.02 -0.02
F -0.88985 -6.18720 1.36358 -0.01 0.01 0.00
C 0.18991 -4.13842 1.83690 -0.04 -0.03 -0.05
F 0.91838 -4.73459 2.79331 0.02 -0.02 0.03
```
Forces are in eV/Å.

Its LUMO energy (spin up / spin down) is 2.493 / 2.493 eV. The value obtained for the total energy is -3288.66827 Eh. The calculation puts the energy above the lowest of the compared OMol25 structures with the same formula, charge and spin at 0.000 eV. Its net charge is -1.